#w
The following is a quantum chemistry calculation of a structure of composition C5H6O2S, from OMol25.

## Properties
LUMO level: 0.738 eV
HOMO energy: -9.22 eV
gap between HOMO and LUMO: 0.3658 Eh

```
14
Properties=species:S:1:pos:R:3:lowdin_charge:R:1
C 0.801 1.022 -0.053 -0.278
H 1.828 1.254 -0.056 0.141
H 0.836 -0.076 2.004 0.146
H 1.124 -0.360 -1.946 0.136
S -2.215 0.209 -0.028 0.918
O 0.012 2.133 0.002 -0.023
C -0.874 -0.718 0.747 -0.473
C 0.651 -0.230 -0.998 -0.133
H -1.149 -1.557 1.413 0.126
C 0.522 -0.141 0.976 -0.222
C -0.817 -0.799 -0.736 -0.372
H -0.917 1.859 -0.118 -0.012
H -1.180 -1.664 -1.301 0.109
O 1.379 -0.931 0.095 -0.062
```


#x
The following is a quantum chemistry calculation of the molecule C5H6O2S, from OMol25.

## Properties
LUMO level: -1.162 eV
HOMO energy: -9.04 eV
gap between HOMO and LUMO: 0.2896 Eh
SMILES: C=COC(=O)C(C)=S

```
14
Properties=species:S:1:pos:R:3:lowdin_charge:R:1
C 0.251 0.419 0.024 -0.520
S -2.053 -1.189 -0.117 0.795
H 2.612 -1.757 0.612 0.124
H -2.943 1.551 -0.059 0.077
C -1.875 1.585 0.132 -0.112
O 0.835 1.474 -0.055 0.119
H -1.642 1.924 1.146 0.108
C -1.256 0.242 0.014 -0.689
C 2.267 -0.778 0.246 -0.156
O 0.858 -0.759 0.115 -0.002
H 3.051 0.946 -0.758 0.073
H 4.202 -0.379 -0.056 0.071
C 3.196 0.007 -0.226 0.038
H -1.471 2.175 -0.643 0.074
```


#x is favored, and the nearest alternative lies 109.5 kJ/mol above it.


#w
The following is a quantum chemistry calculation of the molecule C10H13N3O, from OMol25.

## Properties
LUMO level: 0.472 eV
HOMO energy: -7.61 eV
gap between HOMO and LUMO: 0.2969 Eh

```
27
Properties=species:S:1:pos:R:3:lowdin_charge:R:1
H 1.813 -0.999 -2.341 0.083
H 0.459 -0.476 1.168 0.092
N -0.259 0.364 -1.020 0.011
C -3.381 0.829 0.867 -0.072
H 2.446 1.481 1.051 0.076
O 1.612 -1.570 -1.607 0.033
H -4.349 -0.984 1.706 0.080
N 1.327 1.696 -1.530 0.022
C 2.315 0.670 -0.948 -0.317
H -0.963 -2.002 -0.237 0.096
C -3.569 -0.577 1.109 -0.086
C -2.792 -1.584 0.555 -0.092
C 1.555 -0.585 -0.569 -0.256
H -1.954 2.131 -0.040 0.098
H 3.936 0.966 0.345 0.081
H 3.031 0.643 -1.793 0.150
H -2.803 -2.638 0.897 0.119
C -1.367 0.093 -0.372 -0.291
C -2.246 1.120 0.214 -0.017
C 3.001 1.441 0.140 -0.058
H 3.005 2.401 -0.277 0.061
H 1.022 -2.088 0.751 0.094
C 1.323 -1.025 0.807 -0.027
N 0.135 1.515 -1.385 -0.026
H 2.363 -1.139 1.294 0.136
C -1.665 -1.211 -0.127 -0.075
H -3.993 1.529 1.344 0.086
```


#x
The following is a quantum chemistry calculation of the molecule C10H13N3O, from OMol25.

## Properties
LUMO level: 0.721 eV
HOMO energy: -8.13 eV
gap between HOMO and LUMO: 0.3253 Eh
SMILES: C[C@@H](O)[C@H](c1ccc[nH]1)n1cccn1

```
27
Properties=species:S:1:pos:R:3:lowdin_charge:R:1
C -2.110 -1.343 2.276 -0.039
C -0.353 0.067 -0.490 -0.184
C 1.435 3.235 -0.249 -0.109
H 1.799 3.926 -0.916 0.079
H 0.848 -2.667 -2.372 0.046
H -0.922 -2.079 -2.178 0.085
H 1.514 -1.062 -0.899 0.145
H -0.261 -2.671 2.946 0.093
H 0.195 -2.851 -0.790 0.113
N 0.785 2.220 -0.939 0.082
C 1.439 2.948 1.102 -0.075
O 0.949 -0.071 -2.601 -0.048
H 1.832 3.429 1.967 0.080
N -0.826 -0.761 0.583 -0.138
C 0.583 -0.734 -1.403 -0.389
H -1.370 0.264 -1.061 0.194
C -0.792 -1.976 2.324 -0.154
C 0.110 -2.199 -1.793 -0.043
N -0.054 -1.643 1.300 0.085
C 0.399 1.274 0.019 -0.215
H 0.591 -0.541 -3.377 0.099
C 0.772 1.667 1.286 -0.018
C -2.025 -0.582 1.118 -0.102
H 0.528 2.336 -1.879 0.128
H -2.987 -1.437 2.987 0.106
H 0.724 1.275 2.252 0.086
H -2.804 -0.025 0.789 0.092
```


#y
The following is a quantum chemistry calculation of the molecule C10H13N3O, from OMol25.

## Properties
LUMO level: 0.663 eV
HOMO energy: -8.29 eV
gap between HOMO and LUMO: 0.3289 Eh
SMILES: Oc1cccc(NCC2=NCCN2)c1

```
27
Properties=species:S:1:pos:R:3:lowdin_charge:R:1
H -1.020 1.562 -0.057 0.143
H -3.733 -1.332 -0.654 0.143
H 0.988 1.882 1.244 0.105
H -1.263 -1.440 -0.616 0.164
H -0.126 1.963 -1.459 0.134
C -1.520 0.420 -1.617 -0.445
H -4.395 0.472 -1.547 0.103
H 2.337 -2.011 -0.108 0.134
H 1.937 2.421 3.222 0.041
C -0.414 1.069 -0.877 -0.116
O 2.771 2.034 3.297 0.024
C 1.507 -0.030 0.359 -0.325
C 3.424 -0.173 2.565 -0.050
H -4.118 0.103 -3.316 0.114
C -3.653 0.049 -2.279 -0.151
H 3.862 -0.406 3.540 0.123
N 0.485 -0.029 -0.547 0.036
N -1.803 -0.907 -1.361 -0.028
N -2.449 0.982 -2.195 0.076
C 3.228 -1.140 1.564 -0.073
H -3.264 -2.197 -2.340 0.119
C 2.659 0.933 2.360 -0.245
C 2.336 -1.034 0.469 -0.075
H 0.048 -0.737 -1.067 0.073
C 1.612 0.986 1.335 0.058
C -3.116 -1.292 -1.679 -0.198
H 3.679 -2.147 1.761 0.114
```


#x is favored, and the nearest alternative lies 65.8 kJ/mol above it.


#w
The following is a quantum chemistry calculation of a cluster of 2 separate species, C4H11N4 in total, from OMol25.

## Properties
LUMO level (spin up / spin down): -4.237 / -5.097 eV
total charge: +1
HOMO energy (spin up / spin down): -13.46 / -13.75 eV
gap between HOMO and LUMO (spin up / spin down): 0.3388 / 0.3181 Eh

```
19
Properties=species:S:1:pos:R:3:lowdin_charge:R:1
C 2.688 -1.259 -0.571 -0.016
N 0.667 -0.641 0.376 0.217
H -1.356 2.696 -0.340 0.118
H 3.518 -0.947 -1.221 0.093
H 0.861 1.415 -1.574 0.125
C -1.909 1.705 -0.413 -0.046
H 2.466 -2.252 -1.058 0.117
H -3.002 -0.019 1.525 0.159
C 1.531 -0.304 -0.472 -0.544
N 1.630 0.795 -1.250 0.162
H -2.976 1.740 -0.160 0.085
N -1.635 -1.240 1.879 0.101
C -1.414 0.687 0.538 -0.008
H 3.147 -1.467 0.338 0.060
H 2.403 0.890 -1.811 0.069
H -1.959 -1.408 2.787 0.098
H -1.888 1.215 -1.472 0.135
N -2.036 -0.021 1.382 -0.005
H -0.736 -1.586 1.517 0.081
```


#x
The following is a quantum chemistry calculation of a structure of composition C4H11N4, from OMol25.

## Properties
LUMO level: -3.027 eV
total charge: +1
HOMO energy: -13.84 eV
gap between HOMO and LUMO: 0.3973 Eh

```
19
Properties=species:S:1:pos:R:3:lowdin_charge:R:1
C 2.584 0.334 -0.383 0.004
H 3.093 0.815 0.466 0.112
N -2.001 0.254 0.645 -0.075
H -0.774 -2.297 0.527 0.092
H 2.781 0.790 -1.353 0.101
C 0.239 -0.513 0.154 -0.218
C 0.210 -1.991 0.167 0.053
H -2.366 0.757 1.491 0.173
C 0.135 1.476 0.214 0.016
H 0.313 -2.364 -0.826 0.092
N 1.154 0.373 -0.242 -0.024
H 0.599 2.107 0.939 0.136
H 0.998 -2.390 0.897 0.139
H -3.317 1.132 -0.610 0.072
H 2.746 -0.764 -0.516 0.114
H -3.121 -0.551 -0.770 0.113
N -0.670 0.397 0.519 -0.100
H 0.057 2.050 -0.700 0.146
N -2.658 0.385 -0.618 0.052
```


#y
The following is a quantum chemistry calculation of the ion C4H11N4 with charge +1, from OMol25.

## Properties
LUMO level (spin up / spin down): -5.655 / -5.019 eV
total charge: +1
HOMO energy (spin up / spin down): -14.11 / -14.06 eV
gap between HOMO and LUMO (spin up / spin down): 0.3108 / 0.3323 Eh

```
19
Properties=species:S:1:pos:R:3:lowdin_charge:R:1
N -1.207 1.041 1.155 0.265
C 0.945 -1.586 0.728 -0.068
N 0.629 -0.466 -0.082 -0.190
H 1.065 -2.517 0.119 0.113
N -2.938 0.015 -0.224 0.149
H -0.646 0.124 -1.554 0.134
H 0.351 -2.019 1.633 0.137
H 1.094 2.819 0.338 0.141
H 0.935 1.919 -1.360 0.113
C -1.677 0.234 0.288 -0.430
H -3.021 -0.855 -0.698 0.093
H -3.681 0.339 0.457 0.159
H 1.459 0.783 1.413 0.202
H 2.386 1.737 -0.500 0.065
C -0.623 -0.470 -0.663 -0.099
C 1.374 1.903 -0.319 0.010
H -1.026 -1.393 -0.916 0.116
H 1.942 -1.533 1.275 0.115
N 0.902 0.729 0.500 -0.023
```


#x is favored, and the nearest alternative lies 128.7 kJ/mol above it.


#w
The following is a quantum chemistry calculation of a cluster of 4 separate species, C4H14O3 in total, from OMol25.

## Properties
LUMO level: 0.601 eV
HOMO energy: -9.15 eV
gap between HOMO and LUMO: 0.3585 Eh
SMILES: C=C(C)C.O.O.O

```
21
Properties=species:S:1:pos:R:3:lowdin_charge:R:1
H 2.776 -0.159 -0.405 0.043
H 1.970 -3.861 1.932 0.020
H 1.235 -0.389 1.217 0.018
H -3.366 2.773 -2.087 0.080
H -3.659 2.226 -0.457 0.074
H -0.420 2.939 -1.934 0.066
O 2.173 -4.042 2.855 -0.062
H -2.458 3.452 -0.778 0.076
H -2.907 -0.120 -0.537 0.075
C -2.229 0.067 -1.392 -0.083
H 0.500 -1.387 2.067 0.036
H 3.456 0.705 0.664 0.049
O 2.708 0.680 0.061 -0.057
H -1.437 -0.676 -1.309 0.071
C -1.788 1.496 -1.316 -0.432
C -0.578 1.890 -1.701 0.032
H -2.870 -0.183 -2.242 0.083
H 1.312 -4.134 3.273 0.029
O 1.285 -1.319 1.512 -0.080
C -2.871 2.511 -1.157 -0.091
H 0.238 1.180 -1.764 0.053
```


#x
The following is a quantum chemistry calculation of a cluster of 4 separate species, C4H14O3 in total, from OMol25.

## Properties
LUMO level: 0.788 eV
HOMO energy: -9.48 eV
gap between HOMO and LUMO: 0.3772 Eh
SMILES: C/C=C/C.O.O.O

```
21
Properties=species:S:1:pos:R:3:lowdin_charge:R:1
H 0.345 2.104 -1.860 0.062
O 0.060 2.103 -0.942 -0.049
H 2.426 0.496 1.931 0.073
H -0.052 -1.126 1.014 0.093
O -2.569 -0.679 1.074 -0.082
H 1.508 -0.815 -2.448 0.069
C 1.487 -0.657 -0.314 -0.206
H -1.721 1.684 -0.994 0.011
H 1.971 -1.044 2.710 0.074
H -3.008 1.740 -0.211 0.051
H 0.885 0.299 2.795 0.073
H -2.437 -0.289 0.192 -0.006
H 2.497 -0.256 -0.337 0.104
H -0.124 -0.658 -1.790 0.065
O -2.621 1.272 -0.962 -0.087
C 1.609 -0.188 2.141 -0.094
C 0.866 -1.068 -1.609 -0.109
H 0.422 1.308 -0.518 0.014
C 0.925 -0.668 0.897 -0.177
H -3.198 -1.404 0.971 0.038
H 0.730 -2.152 -1.742 0.081
```


#x is favored, and the nearest alternative lies 53.5 kJ/mol above it.